No. 1
DFT (ωB97M-V with the def2-TZVPD basis set) results for a molecular structure, C7H12BBr13 in a non-equilibrium geometry.

Structure (XYZ):
```
33
Properties=species:S:1:pos:R:3:nbo_charge:R:1
B 1.36902 1.04381 0.95492 0.512
C 0.75095 -0.41972 1.23571 -0.802
C -0.64038 -0.44170 0.52282 -0.187
C -1.45822 0.87173 0.76934 -0.663
Br -1.78330 -1.94415 1.13865 -0.052
H 1.34634 1.94104 1.72610 -0.093
H 1.83140 1.22158 -0.12816 -0.104
H 1.40668 -1.14406 0.70874 0.236
H 0.69492 -0.69143 2.30146 0.234
H -0.42389 -0.52728 -0.55456 0.223
H -1.33213 1.26704 1.78712 0.223
H -2.51738 0.59935 0.60760 0.233
H -1.22975 1.64622 0.01559 0.222
C -0.01490 5.52707 0.82476 -0.491
Br -0.56356 4.61059 -0.78937 0.088
Br -0.41778 4.49863 2.41253 0.093
Br 1.84818 6.04083 0.75487 0.093
H -0.59490 6.43867 0.88460 0.225
C 1.92604 1.36242 -3.53113 -0.491
Br 0.16559 1.52890 -2.74441 0.077
Br 3.23820 2.42629 -2.58803 0.095
Br 2.46420 -0.48935 -3.67365 0.096
H 1.86243 1.75647 -4.53700 0.225
C 2.41310 -4.71007 -3.95576 -0.494
Br 4.03237 -3.72449 -4.34483 0.090
Br 2.45188 -5.47848 -2.18161 0.095
Br 0.83396 -3.62789 -4.23118 0.097
H 2.36375 -5.53148 -4.65851 0.225
C -3.95752 -2.79963 4.15394 -0.490
Br -4.19223 -4.69521 4.46064 0.085
Br -5.65429 -1.88886 3.97294 0.085
Br -2.85129 -1.98631 5.51580 0.086
H -3.43488 -2.68993 3.21285 0.229
```

Results
- Maximum force: 1.62 eV/A
- E_LUMO: -0.30 eV
- Gap between HOMO and LUMO: 9.8 eV


No. 2
DFT (ωB97M-V with the def2-TZVPD basis set) results for 14 unconnected molecules or ions with the total composition C84H70N14O28 in a non-equilibrium geometry.

Structure (XYZ):
```
196
Properties=species:S:1:pos:R:3:mulliken_charge:R:1
C 2.41418 8.92004 -1.33018 -0.536
C 1.24945 8.15615 -1.19821 -0.942
C 1.30857 6.85198 -0.69446 0.492
C 2.52030 6.28082 -0.28813 -0.216
C 3.67294 7.09920 -0.33550 -0.326
C 3.62352 8.41660 -0.84719 -0.697
N 2.59597 4.91594 0.21267 1.169
O 3.68397 4.55358 0.62613 -0.591
O 1.61268 4.19198 0.35508 -0.516
H 2.56011 9.92187 -1.70628 0.369
H 0.33444 8.54657 -1.61860 0.452
H 0.43192 6.22269 -0.73787 0.401
H 4.63375 6.69974 -0.04619 0.476
H 4.47297 9.08175 -0.79798 0.405
C 0.44043 0.56030 -4.83436 -0.124
C -0.66442 0.81758 -5.70250 -0.501
C -1.00107 -0.09507 -6.69445 -0.436
C -0.32803 -1.37460 -6.72740 -0.190
C 0.79374 -1.54126 -5.90658 -0.612
C 1.18355 -0.64835 -4.95684 -0.294
N -0.79147 -2.40572 -7.62115 0.981
O -1.60812 -2.07753 -8.49358 -0.604
O -0.42609 -3.52766 -7.38086 -0.576
H 0.74221 1.26267 -4.07146 0.478
H -1.31911 1.67492 -5.64982 0.494
H -1.79567 0.20112 -7.36323 0.482
H 1.43716 -2.40808 -5.87433 0.378
H 1.94675 -0.91657 -4.24131 0.488
C 7.05114 3.91156 -2.59260 -0.588
C 7.30142 2.98978 -3.57550 -0.575
C 6.38211 1.98665 -3.85186 -0.479
C 5.18512 1.97387 -3.10730 -0.310
C 4.89778 3.00507 -2.15575 0.044
C 5.80543 3.98767 -1.90699 -0.152
N 4.11418 1.00794 -3.45647 1.140
O 3.02106 1.14755 -3.05517 -0.338
O 4.40310 0.09390 -4.26718 -0.643
H 7.73854 4.69319 -2.30459 0.430
H 8.21651 3.06129 -4.14462 0.403
H 6.51083 1.26694 -4.64675 0.515
H 3.93234 2.99969 -1.67170 0.389
H 5.56967 4.89189 -1.36551 0.160
C -1.89584 6.52275 1.25041 -0.446
C -3.13261 6.87042 1.72738 -0.744
C -4.06270 5.93281 2.02888 -0.462
C -3.85583 4.55083 1.88538 0.120
C -2.54390 4.17987 1.44849 0.320
C -1.58074 5.19355 1.10642 -0.391
N -4.80453 3.55301 2.48984 0.991
O -4.40046 2.59719 3.13557 -0.460
O -6.00908 3.74826 2.23982 -0.591
H -1.13151 7.26400 1.06945 0.438
H -3.23667 7.94045 1.83041 0.381
H -4.97162 6.29517 2.48600 0.428
H -2.28838 3.13122 1.41048 0.313
H -0.62728 4.93524 0.66986 0.160
C -0.66259 4.16575 -2.73446 -0.880
C -1.35291 3.06987 -2.15031 0.964
C -2.69759 2.83564 -2.38856 -0.065
C -3.39708 3.70182 -3.22669 -0.528
C -2.70557 4.79043 -3.80517 -0.569
C -1.33751 5.06405 -3.54715 -0.829
N -4.77752 3.47296 -3.62151 0.976
O -5.28819 2.37918 -3.23497 -0.517
O -5.30650 4.31233 -4.40909 -0.589
H 0.39808 4.27015 -2.55984 0.647
H -0.82772 2.35994 -1.52858 -0.138
H -3.21444 1.99988 -1.94049 0.562
H -3.22377 5.50045 -4.43265 0.504
H -0.87806 5.97189 -3.90927 0.495
C 5.01874 1.03690 1.92994 -0.399
C 4.22868 1.48293 2.99203 -0.431
C 4.77218 1.77235 4.18533 0.258
C 6.14979 1.65363 4.41136 -0.176
C 6.98952 1.24941 3.34104 -0.413
C 6.41942 0.95732 2.05377 -0.820
N 6.66554 1.71219 5.79226 0.969
O 5.83187 1.60438 6.64971 -0.566
O 7.88634 1.83375 5.92604 -0.593
H 4.62993 0.86075 0.93786 0.460
H 3.15464 1.54725 2.89877 0.571
H 4.13360 1.95130 5.03774 0.100
H 8.04671 1.07706 3.47901 0.424
H 6.94235 0.75039 1.13175 0.525
C 1.54441 1.85300 8.16251 -0.463
C 2.04642 2.19783 6.91294 -0.596
C 1.15270 2.29195 5.85662 -0.148
C -0.21451 1.90160 5.94829 0.011
C -0.66498 1.51891 7.22004 -0.152
C 0.19069 1.50279 8.32569 -0.743
N -1.14572 1.78561 4.80979 0.978
O -0.67666 2.06240 3.68970 -0.402
O -2.25372 1.33381 5.03049 -0.575
H 2.23538 1.82196 8.99196 0.415
H 3.00136 2.68975 6.80114 0.451
H 1.56268 2.61349 4.91061 0.476
H -1.65195 1.15499 7.46466 0.390
H -0.12276 1.35153 9.34807 0.407
C -4.67516 -1.40033 -3.66684 -0.302
C -5.96417 -1.16617 -3.11153 -1.072
C -6.59988 -2.28828 -2.49711 -0.265
C -6.05873 -3.58454 -2.57527 -0.138
C -4.73112 -3.73136 -3.06738 -0.001
C -4.12275 -2.66021 -3.73073 -0.811
N -6.83266 -4.77601 -2.18079 0.989
O -7.55315 -4.65062 -1.21416 -0.573
O -6.52431 -5.86747 -2.70743 -0.588
H -4.16544 -0.59674 -4.17755 0.554
H -6.46060 -0.20723 -3.13130 0.617
H -7.57156 -2.02867 -2.10362 0.522
H -4.22346 -4.68451 -3.05356 0.531
H -3.12075 -2.66339 -4.13371 0.523
C -0.88924 -2.50878 2.88266 0.257
C -1.47058 -1.50938 3.68818 -0.576
C -1.76152 -1.72455 5.04332 -0.732
C -1.41793 -2.94812 5.61544 -0.104
C -0.81968 -3.95538 4.78267 -0.444
C -0.56738 -3.72680 3.42728 -0.541
N -1.55057 -3.15545 7.08964 0.903
O -1.49053 -4.29689 7.61109 -0.584
O -1.45768 -2.14963 7.79055 -0.519
H -0.52849 -2.15017 1.92995 0.237
H -1.81510 -0.58129 3.25649 0.641
H -2.25385 -0.99398 5.66805 0.475
H -0.40334 -4.86837 5.18208 0.484
H -0.01359 -4.34657 2.73765 0.452
C 0.12312 1.02017 0.43065 -0.232
C -1.14013 0.48499 0.19512 0.056
C -1.35174 -0.59617 -0.64916 -0.435
C -0.19299 -1.16764 -1.26409 -0.406
C 1.00527 -0.46079 -1.23263 0.021
C 1.20472 0.59108 -0.30777 -1.032
N -0.29556 -2.43511 -2.02287 1.513
O 0.76970 -2.95944 -2.42352 -0.575
O -1.44032 -2.91648 -2.20770 -0.626
H 0.19103 1.88646 1.07201 0.322
H -2.00500 0.83726 0.73759 -0.154
H -2.32337 -1.04755 -0.78549 0.731
H 1.84198 -0.80810 -1.82059 0.364
H 2.20988 0.95119 -0.14534 0.539
C 5.86329 -5.58688 -2.83249 -0.668
C 7.03056 -4.83261 -2.90312 -0.460
C 6.97677 -3.45349 -2.68823 -0.560
C 5.80316 -2.89847 -2.21581 -0.200
C 4.69150 -3.72074 -1.97118 0.202
C 4.73514 -5.08279 -2.25027 -0.542
N 5.72840 -1.49742 -1.74695 1.245
O 6.74936 -0.85644 -1.76268 -0.675
O 4.71102 -1.07696 -1.30966 -0.433
H 6.02340 -6.63956 -3.01319 0.373
H 7.97843 -5.24277 -3.21889 0.381
H 7.89878 -2.90477 -2.81160 0.456
H 3.75509 -3.31467 -1.61814 0.484
H 3.84362 -5.68398 -2.14941 0.461
C 1.61120 -5.21242 0.16473 -0.124
C 1.89976 -6.54787 -0.18504 -1.027
C 2.91589 -7.22764 0.40290 -0.361
C 3.84223 -6.55883 1.18341 -0.224
C 3.55108 -5.22218 1.46836 -0.384
C 2.49654 -4.52556 0.97244 -0.297
N 4.95078 -7.26419 1.81795 0.892
O 5.30137 -6.77309 2.90863 -0.540
O 5.27835 -8.42596 1.47680 -0.572
H 0.75937 -4.75764 -0.31895 0.479
H 1.19385 -7.05836 -0.82341 0.443
H 3.06353 -8.28895 0.26792 0.473
H 4.20155 -4.72724 2.17428 0.461
H 2.43074 -3.48828 1.26590 0.765
C -9.18948 0.32133 -0.94078 -0.414
C -8.84926 -0.69452 -0.10147 -0.634
C -7.57171 -0.78593 0.48523 -0.311
C -6.60578 0.19600 0.12400 -0.216
C -7.02615 1.21915 -0.72650 -0.040
C -8.25052 1.26074 -1.29160 -0.526
N -5.20627 0.01386 0.48578 1.009
O -4.88781 -1.00432 1.03820 -0.555
O -4.40363 0.95047 0.22823 -0.317
H -10.17741 0.31155 -1.37702 0.371
H -9.50687 -1.52146 0.12244 0.382
H -7.38207 -1.55543 1.21892 0.374
H -6.34321 2.01774 -0.97598 0.418
H -8.51012 2.05841 -1.97185 0.453
C -4.57928 -4.29521 1.87206 -0.574
C -4.11006 -5.23727 2.75485 -0.645
C -3.07947 -6.05157 2.42297 -0.438
C -2.51074 -6.02179 1.10387 -0.480
C -2.91385 -5.00312 0.26303 0.116
C -3.99062 -4.15156 0.61656 -0.376
N -1.56065 -7.06882 0.67736 1.060
O -0.94328 -7.72792 1.50949 -0.611
O -1.38958 -7.15224 -0.52633 -0.588
H -5.36549 -3.60618 2.14326 0.429
H -4.66629 -5.36645 3.67153 0.461
H -3.05243 -6.89777 3.09350 0.433
H -2.43597 -4.80407 -0.68481 0.572
H -4.24412 -3.26886 0.04826 0.629
```

Results
- Maximum force: 4.48 eV/A
- E_LUMO: -1.74 eV
- Energy above the lowest of the compared OMol25 structures with the same formula, charge and spin: 300.75 kJ/mol
- Gap between HOMO and LUMO: 7.9 eV


- What is the formula in the second record?
  C84H70N14O28


- maximum force of number 2 (C84H70N14O28)?
  4.48 eV/A


- Among the records above, which one has the highest gap between HOMO and LUMO?
  C7H12BBr13